96
Properties=species:S:1:pos:R:3:forces:R:3 method="wB97M-V/def2-TZVPD" total_energy_ha=-2147.37038 largest_force_ev_per_a=2.707 multiplicity=2 relative_energy_kj_mol=0.00 s2=0.75
Ir 0.09615 0.31025 0.66082 -0.054 -0.153 0.149
N -2.01309 0.61993 0.84140 0.005 0.107 0.158
N -3.88761 -0.89413 0.45948 0.811 -0.407 0.254
C -1.76440 -1.81509 1.22117 -0.277 0.122 -0.290
O -2.31308 -2.92100 1.20483 0.810 -0.272 0.377
O -0.51610 -1.55449 1.44331 -0.158 0.117 -0.058
H -2.12897 1.14775 1.70593 -0.069 0.028 -0.020
H -2.43265 1.16904 0.09666 0.082 -0.060 -0.077
H -4.59441 -0.19188 0.62172 0.108 0.102 0.059
C 3.12469 -4.95365 1.56075 -0.013 -0.017 -0.010
C 1.79160 -4.21697 1.72356 -0.009 -0.001 -0.003
C 0.64156 -5.02268 1.12085 -0.018 0.005 0.000
C 1.89880 -2.82628 1.14349 -0.013 -0.016 -0.081
C 1.73505 -2.60589 -0.24156 -0.039 -0.023 0.091
C 1.84896 -1.36533 -0.79898 0.267 0.054 -0.018
C 1.73344 -1.21321 -2.30352 -0.017 -0.042 0.047
C 2.94012 -1.82721 -3.01963 -0.023 -0.007 -0.027
C 0.43737 -1.83305 -2.82964 -0.015 0.006 -0.013
C 2.15958 -0.21962 0.03886 0.017 -0.098 -0.339
C 2.33213 -0.44857 1.43142 -0.436 0.083 0.162
C 2.18256 -1.75764 1.94428 0.105 0.040 -0.039
C 2.95240 0.58221 2.35272 0.125 -0.051 -0.025
C 2.18451 0.72899 3.66556 -0.001 0.007 0.004
C 4.41684 0.22228 2.63047 -0.001 0.022 0.017
C 2.88874 0.92752 -0.61177 -0.044 0.034 0.056
C 4.22452 0.72247 -0.95861 0.002 0.006 -0.012
C 4.96675 1.72464 -1.55628 -0.016 -0.001 0.003
C 4.37465 2.95413 -1.81719 0.005 -0.009 0.000
C 3.04988 3.16636 -1.47730 0.020 0.023 0.036
C 2.29090 2.16215 -0.87004 0.019 -0.046 -0.033
P 0.55714 2.27086 -0.28288 0.110 0.131 0.046
C 0.51460 3.82993 0.80771 -0.027 0.044 -0.048
C 0.64857 5.18412 0.10304 -0.005 0.030 0.032
C 1.65867 3.73814 1.81965 0.005 -0.038 -0.008
C -0.78319 3.82018 1.62790 -0.004 0.020 0.022
C -0.47396 2.68883 -1.82952 -0.070 -0.015 -0.014
C -0.79531 1.36714 -2.53698 0.005 0.024 -0.017
C -1.81414 3.35309 -1.47986 -0.049 -0.015 0.021
C 0.22867 3.58359 -2.85660 -0.001 -0.026 -0.030
H 3.06882 -5.95194 1.99936 0.001 0.000 0.001
H 3.94091 -4.41001 2.03930 0.000 0.001 -0.001
H 3.36979 -5.06520 0.50137 0.003 0.003 -0.001
H 1.59544 -4.09715 2.79296 0.002 0.003 0.001
H 0.85762 -5.30672 0.08783 0.004 0.001 -0.002
H -0.29161 -4.45814 1.13617 -0.004 -0.002 0.025
H 0.50082 -5.94755 1.68350 0.000 0.002 0.003
H 1.47706 -3.44447 -0.87646 0.033 -0.005 -0.006
H 1.72626 -0.14548 -2.52655 0.000 0.011 -0.008
H 3.00753 -2.89533 -2.80339 0.003 0.001 0.006
H 3.87474 -1.35954 -2.71073 0.002 0.001 0.003
H 2.84174 -1.70717 -4.10091 0.001 0.002 0.001
H 0.48165 -2.92308 -2.79137 -0.001 0.002 0.013
H 0.27128 -1.54884 -3.87137 0.003 -0.003 -0.001
H -0.41955 -1.51418 -2.23526 0.004 0.005 -0.007
H 2.29699 -1.91412 3.01058 -0.002 0.004 -0.001
H 2.94656 1.53568 1.83174 -0.009 0.019 -0.011
H 2.34550 -0.13187 4.31724 -0.022 -0.012 -0.011
H 1.11220 0.81640 3.48050 0.002 0.021 -0.002
H 2.52598 1.61376 4.20761 0.015 -0.009 0.008
H 4.49367 -0.76733 3.08498 -0.003 0.001 0.004
H 4.85942 0.94502 3.31944 0.006 0.011 -0.016
H 5.00868 0.22082 1.71412 -0.003 -0.011 -0.004
H 4.67467 -0.24130 -0.75009 0.005 0.003 0.009
H 6.00226 1.55059 -1.81973 0.002 0.002 0.005
H 4.94463 3.74675 -2.28466 -0.001 -0.002 -0.004
H 2.61128 4.12810 -1.69554 -0.005 -0.007 0.000
H 1.60187 5.28778 -0.41271 -0.003 0.001 0.004
H 0.61880 5.96625 0.86768 -0.004 0.001 -0.001
H -0.15292 5.39729 -0.59914 0.013 -0.013 -0.012
H 2.63862 3.72865 1.33986 0.000 -0.026 -0.001
H 1.55185 2.85332 2.44113 0.004 -0.017 0.013
H 1.61373 4.61330 2.47398 0.008 0.005 -0.007
H -1.66938 4.04507 1.03680 -0.004 -0.043 -0.007
H -0.71180 4.58208 2.40914 -0.011 0.020 -0.019
H -0.90659 2.85557 2.12305 0.011 -0.009 0.019
H -1.28878 0.65110 -1.87925 0.004 0.005 0.001
H 0.10568 0.89247 -2.91939 0.007 -0.012 0.028
H -1.44959 1.57129 -3.39006 0.010 0.002 -0.007
H -2.37009 2.84067 -0.69438 0.019 -0.007 -0.011
H -2.44484 3.34037 -2.37255 0.007 0.017 -0.006
H -1.70974 4.39059 -1.17162 0.003 -0.008 0.010
H 1.11428 3.10041 -3.26731 0.011 0.005 0.013
H 0.51270 4.55644 -2.45980 0.008 -0.006 0.001
H -0.46216 3.75854 -3.68692 0.000 0.004 0.001
C -2.61854 -0.67411 0.92568 0.123 -0.332 0.077
C -4.46200 -2.23300 0.53202 -2.335 1.130 -0.771
C -4.72193 -2.87175 -0.67917 0.521 -0.252 0.037
C -5.75011 -3.79223 -0.79435 0.147 -0.176 0.029
C -6.58206 -4.06095 0.28340 0.017 0.058 -0.008
C -6.35893 -3.40085 1.48240 0.100 -0.137 0.090
C -5.32772 -2.48250 1.59660 0.432 -0.268 0.272
H -4.07447 -2.66935 -1.52390 -0.120 0.157 -0.044
H -5.90999 -4.28736 -1.74387 -0.018 -0.002 0.005
H -7.40100 -4.76098 0.18487 -0.001 0.001 0.000
H -6.99781 -3.58650 2.33661 -0.011 -0.010 -0.012
H -5.14417 -1.99085 2.54578 -0.116 0.159 -0.069



13
Properties=species:S:1:pos:R:3:forces:R:3 method="wB97M-V/def2-TZVPD" total_energy_ha=-303.60176 largest_force_ev_per_a=1.190 relative_energy_kj_mol=90.10
H 1.17274 -2.18169 -1.02228 -0.003 -0.264 -0.336
N 1.16936 -1.59195 -0.19971 -0.695 0.857 -0.018
C 0.32097 -0.65562 -0.36259 0.683 -0.405 0.629
N -0.51516 -0.43131 -1.49475 0.121 -0.231 -0.473
C -1.16551 0.63154 -1.22515 -0.067 0.446 1.101
C -0.85678 1.20568 0.13352 -0.072 -0.223 -0.338
C 0.06745 0.40320 0.66982 0.005 0.016 -0.210
C 0.75512 0.41287 1.98894 -0.666 0.211 0.040
H -1.90831 1.06826 -1.87753 0.019 -0.101 -0.280
H -1.33489 2.07169 0.57677 0.117 -0.085 -0.114
H 0.43093 1.27278 2.58650 0.037 -0.253 -0.060
H 1.82642 0.46496 1.86656 0.341 -0.109 -0.051
H 0.50616 -0.51919 2.50392 0.180 0.141 0.111



52
Properties=species:S:1:pos:R:3:forces:R:3 method="wB97M-V/def2-TZVPD" total_energy_ha=-1521.08930 largest_force_ev_per_a=2.354 charge=+3
Os 1.10993 0.29025 -1.27770 -0.690 -0.527 2.188
N 3.44786 2.20559 1.90327 -0.010 0.145 0.109
C 3.07161 1.31832 1.01645 -0.054 -0.092 -0.112
N 2.06803 1.51365 0.17458 -0.209 0.038 -0.196
C 1.42443 2.77255 0.17139 0.197 -0.097 -0.165
N 0.62743 3.09640 -0.80250 -0.168 0.252 -0.089
N 0.53201 2.11464 -1.74088 -0.269 -0.618 0.644
C 0.03735 2.29843 -2.91007 0.011 0.093 -0.241
C 0.06996 1.13209 -3.79678 -0.002 -0.003 0.120
C -0.24858 1.17586 -5.12890 -0.073 0.112 -0.203
C -0.10350 0.01917 -5.90149 -0.031 0.074 -0.004
C 0.33547 -1.14545 -5.30133 -0.051 -0.047 -0.106
C 0.63913 -1.12947 -3.95125 -0.042 0.211 0.091
N 0.52163 -0.01521 -3.20961 -0.175 -0.447 -0.338
C 1.69949 3.70366 1.23698 0.082 -0.096 0.019
C 0.98576 4.89619 1.40629 -0.058 0.001 -0.081
C 1.34060 5.76359 2.41359 -0.003 0.024 0.005
C 2.40224 5.45518 3.27002 -0.024 0.052 0.010
C 3.11281 4.28107 3.12232 0.187 -0.099 0.117
C 2.75660 3.41130 2.10414 -0.044 0.047 -0.051
H 4.25893 2.01243 2.47727 0.018 -0.053 0.043
H 3.61518 0.38458 0.97444 0.018 -0.035 0.005
H -0.34092 3.26773 -3.21080 0.084 0.068 -0.023
H -0.59093 2.10431 -5.56730 0.003 -0.031 -0.039
H -0.32949 0.04051 -6.95984 -0.030 0.007 0.017
H 0.44089 -2.06341 -5.86393 0.026 0.029 0.019
H 0.96898 -2.02434 -3.44278 0.085 0.004 0.055
H 0.16167 5.11852 0.74183 0.054 0.022 -0.009
H 0.80235 6.69279 2.53864 -0.015 -0.016 0.028
H 2.66981 6.14394 4.06073 0.011 -0.018 -0.019
H 3.93299 4.03858 3.78947 -0.036 0.046 -0.032
C -2.95719 -5.78716 2.38328 0.023 -0.104 -0.034
C -2.46336 -4.50603 1.82016 -0.067 0.153 0.025
C -3.23760 -3.32993 1.91531 -0.018 -0.265 0.027
C -2.79237 -2.12139 1.45388 0.077 0.216 0.108
C -3.67593 -0.90304 1.56561 0.231 -0.043 -0.079
C -1.48357 -2.09881 0.85921 0.718 0.311 -0.363
Te -0.77685 -0.23221 0.44763 0.454 0.689 -1.477
C -0.69853 -3.28329 0.69006 0.000 0.199 -0.117
C 0.64677 -3.29798 0.01788 -0.115 -0.142 0.103
C -1.20936 -4.45107 1.18070 -0.043 -0.274 0.051
H -3.91611 -5.68227 2.88217 0.001 0.006 0.000
H -2.22775 -6.20097 3.08527 0.004 0.070 0.030
H -3.04794 -6.53981 1.59352 -0.031 0.058 -0.042
H -4.21957 -3.38038 2.37024 0.028 -0.064 -0.009
H -4.61040 -1.14767 2.06290 0.015 -0.048 0.010
H -3.91782 -0.50346 0.57982 -0.058 -0.009 -0.010
H -3.19829 -0.10832 2.14182 -0.037 0.017 0.065
H 0.92924 -2.30949 -0.35441 0.081 0.111 -0.075
H 0.64307 -3.99263 -0.82281 -0.020 0.023 -0.012
H 1.42163 -3.63608 0.70726 0.010 0.063 0.002
H -0.62776 -5.36146 1.08424 -0.048 -0.011 0.036



12
Properties=species:S:1:pos:R:3:forces:R:3 method="wB97M-V/def2-TZVPD" total_energy_ha=-886.63242 largest_force_ev_per_a=4.183 relative_energy_kj_mol=186.52 charge=-1
C -0.67734 -0.95413 0.69820 -0.114 3.717 -1.394
C 0.31515 0.01858 -0.88378 2.444 0.584 3.344
N -0.19673 -1.19954 -0.42585 0.262 -0.773 -1.196
N -0.25674 1.04624 -0.05822 0.927 2.659 0.090
O 2.42184 1.39398 0.63905 0.208 -1.902 -0.227
O 2.30955 -1.04305 1.20982 0.302 0.044 0.098
O 3.37103 -0.29788 -0.92800 0.696 -0.212 0.383
O -0.84308 0.39942 1.03147 0.053 -2.590 0.717
S 2.44323 -0.04538 0.16178 -2.822 2.208 -1.903
H -1.06119 -1.58404 1.36617 -1.400 -2.544 2.579
H 0.34209 0.40148 -1.86403 0.342 -0.645 -1.460
H 0.55135 1.56709 0.41746 -0.897 -0.545 -1.031



13
Properties=species:S:1:pos:R:3:forces:R:3 method="wB97M-V/def2-TZVPD" total_energy_ha=-344.34097 largest_force_ev_per_a=0.587 relative_energy_kj_mol=685.10
O 1.62351 1.09928 -1.02785 -0.062 0.229 0.117
C 1.67364 -0.07412 -0.22819 0.111 -0.380 0.089
C 0.48845 -0.53029 0.56506 0.232 0.260 -0.029
C -0.55063 0.35991 0.94583 0.135 0.037 0.209
C -1.79645 -0.53283 1.05305 -0.170 -0.099 0.079
C -1.01087 -0.43088 -0.20282 -0.353 -0.250 -0.398
O -1.01347 1.23350 0.00511 0.090 0.052 0.085
H 1.26285 1.81467 -0.48994 -0.046 -0.084 -0.194
H 2.49393 -0.01736 0.50789 -0.129 0.017 -0.092
H 1.95397 -0.87514 -0.92024 -0.029 0.066 0.132
H -2.75114 -0.01750 1.08506 0.171 -0.036 -0.022
H -1.68490 -1.45346 1.61627 0.000 0.129 -0.121
H -0.90654 -0.66717 -1.25144 0.049 0.060 0.144



8
Properties=species:S:1:pos:R:3:forces:R:3 method="wB97M-V/def2-TZVPD" total_energy_ha=-1347.11898 largest_force_ev_per_a=3.255 smiles="OSC=C1SS1" relative_energy_kj_mol=190.58
O 1.92076 0.90168 -0.91836 -0.189 -0.928 -0.064
S 1.84782 -0.25225 0.26146 -0.695 -1.008 0.202
C 0.13893 -0.83767 0.28548 1.767 -2.444 1.224
C -0.97439 -0.18855 0.16626 -2.342 1.185 -0.512
S -2.67809 -0.62815 0.10022 0.193 0.057 0.177
S -1.89541 1.31181 -0.10873 0.900 -0.659 -0.010
H 1.62710 1.65080 -0.42864 -0.236 1.516 0.042
H 0.01327 -1.95767 0.64232 0.604 2.280 -1.059



20
Properties=species:S:1:pos:R:3:forces:R:3 method="wB97M-V/def2-TZVPD" total_energy_ha=-432.60164 largest_force_ev_per_a=8.267 relative_energy_kj_mol=468.93
H -0.92429 1.58075 -1.83884 -2.006 0.824 2.212
N -1.65765 1.73683 -1.01320 0.978 -1.064 -1.425
C -1.29738 0.92504 -0.10496 3.037 -1.661 0.795
N -1.96768 0.42960 1.08560 -3.817 5.075 0.060
N 0.00971 0.32144 -0.15927 -1.012 -1.379 2.800
C 1.09875 1.22607 -0.34807 0.515 1.613 -2.676
C 0.40610 -0.92895 0.51797 2.427 -0.271 -7.897
N 0.02743 -1.29930 1.69095 -0.727 -3.371 3.653
N 1.16544 -1.71307 -0.26543 0.271 1.643 1.178
C 1.90656 -0.98717 -1.39233 4.985 -2.132 4.089
H -3.03378 0.64777 0.71771 2.871 -0.721 1.938
H -1.77766 1.25868 1.95524 -0.744 -3.040 -3.323
H 2.05733 1.15661 0.25726 -1.702 -0.077 -0.284
H 0.55917 2.14876 -0.18067 0.962 0.996 -0.099
H 1.38119 1.07697 -1.48257 -0.007 1.821 2.422
H 0.34482 -2.32990 1.86592 -0.932 2.681 -0.253
H -0.91631 -1.01953 1.96008 0.415 -0.309 0.014
H 1.23999 -0.44105 -1.94185 -1.336 0.858 -2.081
H 2.73488 -1.69211 -2.05928 -2.889 1.835 2.128
H 2.60983 -0.12534 -0.65912 -1.291 -3.320 -3.252